{
  "formula": "C20H29N3O3",
  "method": "the ωB97M-V functional and the def2-TZVPD basis",
  "symbols": ["C", "H", "O", "C", "C", "C", "C", "C", "C", "H", "H", "H", "N", "C", "O", "N", "C", "H", "C", "H", "H", "C", "N", "C", "O", "C", "C", "C", "C", "C", "C", "H", "H", "H", "H", "H", "H", "H", "H", "H", "H", "H", "H", "C", "H", "C", "H", "H", "H", "H", "H", "H", "H", "H", "H"],
  "xyz": [[-3.5307, 1.3650, -2.5682], [-4.3278, 1.2003, -3.2500], [-3.8634, 1.5983, -1.3515], [-3.0335, 1.6511, -0.3723], [-1.6954, 1.5586, -0.7174], [-0.8983, 1.8051, 0.5597], [-1.4270, 1.9009, 1.9659], [-2.7274, 1.9974, 1.8841], [-3.6347, 1.8281, 0.8600], [-4.6086, 1.7093, 1.1002], [-3.1513, 2.2710, 3.0289], [-0.7626, 2.2426, 2.5232], [0.5467, 1.7410, 0.1015], [1.5407, 1.5654, 1.0911], [1.3228, 1.0640, 2.0602], [2.7176, 1.5124, 0.6610], [3.8443, 0.5535, 1.1923], [3.3029, 0.1506, 2.0637], [4.4789, -0.1761, 0.0471], [5.2746, 0.1436, -0.1975], [4.5525, -1.2369, 0.5092], [3.2685, -0.4027, -0.8876], [2.1531, -0.9689, -0.4575], [0.8248, -0.9469, -0.7893], [0.5222, -0.0813, -2.0974], [0.0108, -1.9155, -0.2510], [-0.2249, -1.7451, 1.2339], [-1.1734, -2.3485, 1.8925], [-2.6475, -2.5076, 1.3428], [-2.3835, -2.8917, -0.1663], [-1.4271, -1.8018, -0.9789], [-1.8556, -0.9183, -1.0137], [-1.2916, -2.1466, -1.9592], [-3.4092, -2.9299, -0.7594], [-2.0885, -3.9480, -0.3091], [-2.9369, -1.2591, 1.3401], [-3.2336, -3.1486, 1.5545], [-1.3178, -2.1996, 3.2370], [-0.8335, -3.4857, 1.9120], [-0.7381, -0.4156, 1.4045], [0.8055, -1.6564, 1.9152], [0.2043, -2.8801, -0.0656], [2.2243, -1.7901, 0.2579], [3.1336, 0.6910, -1.7569], [3.9024, 1.0310, -2.5557], [3.3085, 1.9377, -0.7945], [2.5663, 2.6893, -1.0675], [4.2858, 2.2909, -0.6530], [2.2867, 0.8666, -2.4599], [3.6894, -1.1561, -1.7018], [4.6402, 1.3970, 1.4833], [0.7358, 1.8912, -0.8273], [-1.1192, 1.6875, -1.6546], [-2.8510, 0.4187, -2.6704], [-2.9512, 2.1980, -2.8880]],
  "forces_ev_per_a": [[3.744, -2.628, -4.261], [-1.147, 0.075, -0.173], [-6.106, 0.087, 2.496], [0.799, -0.083, -0.995], [2.452, 2.241, 5.920], [1.735, -1.751, -3.650], [0.116, -2.188, -11.109], [-5.299, 1.151, 6.118], [4.588, -0.076, 0.615], [-3.009, -0.002, 0.006], [0.425, -0.821, -3.123], [5.090, 2.418, 5.999], [-3.455, 1.441, 5.727], [-2.296, 1.747, -9.575], [-3.922, -4.316, 12.483], [10.976, 0.530, -6.216], [-0.421, 6.148, 1.579], [1.027, -0.692, -0.370], [-13.614, -8.354, 6.260], [10.186, 4.260, -4.196], [0.883, 1.375, -0.805], [6.778, -3.290, -5.995], [-6.450, -4.591, 5.065], [5.130, 6.199, -8.937], [0.394, -4.641, 6.672], [-6.931, 1.885, 1.155], [5.843, 12.198, 0.088], [-7.502, -9.934, 8.625], [10.021, 12.628, -6.293], [-1.918, 1.892, -2.509], [1.782, -7.304, 3.189], [-1.624, 4.392, 0.405], [0.157, -0.503, -1.455], [1.739, 0.417, 1.200], [0.598, 0.504, 0.420], [-0.280, -3.650, 0.030], [-7.575, -7.831, 4.668], [0.923, 0.185, -4.188], [-0.595, 1.109, 0.306], [1.947, -3.260, -0.745], [-2.431, -0.296, -2.000], [2.009, -4.192, -1.581], [0.650, 2.119, -1.491], [0.670, 8.057, -3.054], [0.037, -1.913, 1.377], [-5.498, -0.825, 1.744], [0.827, 0.605, -0.332], [1.202, 0.536, 0.224], [-0.007, -0.943, 1.578], [-0.369, 0.347, 1.441], [-1.467, -2.072, 0.401], [0.358, 0.176, -2.291], [-1.129, -0.655, 0.658], [-0.850, 1.365, 0.094], [0.810, 0.726, -1.200]],
  "lowdin_charge": [-0.155, 0.090, -0.042, -0.349, 0.038, -0.038, -0.049, -0.151, -0.008, 0.082, 0.170, 0.020, 0.148, -0.738, 0.141, 0.003, -0.081, 0.116, -0.075, 0.010, 0.159, -0.439, 0.122, -0.135, -0.211, -0.247, -0.273, -0.352, -0.127, -0.148, -0.052, 0.014, 0.090, 0.127, 0.098, 0.185, -0.024, 0.211, 0.139, 0.214, 0.182, 0.118, 0.208, -0.164, 0.153, -0.030, 0.106, 0.089, 0.109, 0.193, 0.156, 0.056, 0.114, 0.135, 0.091],
  "homo_lumo_gap_ha": 0.29057,
  "e_homo_ev": -7.543,
  "de_lowest_kj_mol": 2068.0,
  "energy_ha": -1168.810256
}